C56H51AsN6O3PS3Sr as an isolated structure in a non-equilibrium geometry, computed with ωB97M-V/def2-TZVPD.

Structure (XYZ):
```
122
Properties=species:S:1:pos:R:3:forces:R:3
Sr -17.83093 13.15536 -7.25979 0.323 -0.943 -0.088
N -16.58729 16.88846 -4.53045 0.756 -0.196 -0.027
C -16.97366 15.99252 -5.46461 0.197 -0.428 0.274
N -16.49155 14.78950 -5.56829 -0.074 0.425 -0.029
C -15.43143 14.36543 -4.72652 -0.305 0.917 0.486
N -14.94116 13.18078 -4.69769 -0.480 0.149 -0.663
N -15.61282 12.28414 -5.56848 -0.196 0.745 0.610
C -15.39734 11.08839 -5.21292 0.299 -0.638 -0.616
C -16.13272 9.94158 -5.81851 -0.572 1.974 -0.260
C -15.79433 8.66995 -5.47517 0.026 -0.723 0.135
C -16.64558 7.65720 -5.91711 0.882 -1.036 0.283
C -17.71042 7.91714 -6.75105 0.060 0.225 0.138
C -17.95493 9.25946 -7.06090 0.721 0.727 -0.356
N -17.18627 10.26710 -6.60723 -0.195 -0.939 0.142
C -14.89130 15.38529 -3.75497 -0.047 -0.538 -1.584
C -13.74677 15.18121 -3.02095 0.918 -1.113 0.911
C -13.26584 16.13822 -2.14522 0.566 -0.043 -0.331
C -13.91580 17.35846 -2.07470 -0.074 1.080 0.475
C -15.03041 17.64231 -2.84940 0.477 -1.270 -0.367
C -15.45955 16.64112 -3.73038 -1.127 0.661 0.494
H -16.88317 17.84294 -4.58995 -0.354 0.152 -0.124
H -17.78479 16.36167 -6.11609 0.387 -0.524 0.197
H -14.62496 10.90435 -4.46041 -0.293 -0.177 0.093
H -14.87526 8.48760 -4.90319 -0.611 -0.085 -0.099
H -16.38536 6.64059 -5.60334 -0.293 0.210 -0.307
H -18.31432 7.11424 -7.18057 0.076 0.391 0.311
H -18.73395 9.53836 -7.76514 -0.105 0.051 0.268
H -13.24690 14.20855 -3.09328 -0.248 0.404 -0.068
H -12.32403 15.99925 -1.59082 -0.686 -0.107 -0.256
H -13.50990 18.11594 -1.40034 -0.252 -0.129 -0.175
H -15.59212 18.55381 -2.82768 0.063 0.520 0.209
S -21.49477 10.13085 -6.49570 0.052 0.104 -0.111
C -20.59739 11.56478 -6.66082 -0.357 -1.105 0.557
S -20.38783 12.30344 -8.16929 -0.012 0.374 -1.510
S -19.88007 12.27943 -5.29898 0.681 0.432 0.876
O -14.52278 15.73618 -8.19449 -0.547 -0.926 -0.059
H -14.88221 14.92187 -8.62559 0.236 1.003 0.306
H -13.87765 16.09182 -8.80400 0.138 -0.027 -0.277
C -21.20217 17.63800 -5.33577 -0.097 0.735 0.600
C -20.66475 18.91413 -5.99540 -0.403 -0.263 0.434
As -21.08312 20.56249 -4.99438 -0.167 0.362 -0.146
C -20.88929 19.80320 -3.21944 -0.924 -0.124 -0.302
C -19.65070 19.80235 -2.64706 1.299 0.434 0.166
C -19.44145 19.30604 -1.38314 0.640 -0.793 1.175
C -20.46839 18.67324 -0.67316 0.236 0.573 -0.745
C -21.71751 18.62796 -1.26406 -0.348 -0.355 -0.245
C -21.91920 19.19153 -2.52683 -0.296 -0.171 0.556
C -23.04854 20.66144 -5.07925 -0.260 -0.345 -0.400
C -23.73735 21.33686 -4.06132 0.382 0.025 0.582
C -25.10264 21.48440 -4.12476 -0.365 -0.043 -0.610
C -25.79613 20.98568 -5.22490 -0.985 1.624 0.541
C -25.16809 20.36398 -6.25585 0.838 -0.736 -0.608
C -23.77348 20.16993 -6.17778 -0.136 0.094 0.440
P -20.93190 16.07665 -6.22459 -0.053 -0.402 -1.110
C -21.87397 16.56292 -7.75444 -0.017 -0.132 -0.497
C -23.21820 16.94642 -7.69475 0.021 0.071 -0.639
C -23.89744 17.32483 -8.86543 0.279 -0.161 0.589
C -23.23265 17.30455 -10.09590 -0.983 0.435 0.739
C -21.93321 16.88686 -10.18203 0.877 -0.029 -0.542
C -21.26254 16.54358 -9.01028 0.014 -0.118 -0.032
C -22.16396 14.98908 -5.41251 0.097 0.142 0.144
C -22.52638 15.18419 -4.07681 0.247 -0.153 0.507
C -23.25636 14.20321 -3.40804 -0.455 0.663 -0.025
C -23.76468 13.12945 -4.11397 0.661 -0.016 0.033
C -23.41674 12.91093 -5.42585 0.497 1.503 -0.561
C -22.60059 13.84329 -6.07966 -0.152 -0.272 -0.239
H -22.28289 17.71424 -5.14767 0.166 0.267 0.002
H -20.72943 17.56183 -4.35205 -0.077 -0.169 -0.036
H -21.05184 19.06051 -6.99142 -0.133 -0.037 -0.469
H -19.57812 18.94308 -6.07783 0.109 -0.222 -0.005
H -18.78673 20.18967 -3.18022 -0.108 0.244 -0.036
H -18.43446 19.35232 -0.94060 -0.498 -0.043 -0.255
H -20.29523 18.21175 0.28022 0.107 -0.026 0.291
H -22.52728 18.08024 -0.77546 0.158 0.294 -0.155
H -22.89407 19.13197 -2.97832 -0.239 -0.054 -0.019
H -23.21674 21.72461 -3.17729 0.009 -0.112 -0.446
H -25.69875 22.04885 -3.42322 0.338 0.011 0.421
H -26.82637 21.34385 -5.32033 0.103 -0.709 0.006
H -25.78097 20.03152 -7.09735 0.532 -0.013 0.078
H -23.25369 19.61935 -6.95247 -0.077 0.065 -0.101
H -23.67661 16.94233 -6.71577 -0.429 0.019 -0.056
H -24.94908 17.63109 -8.85030 0.411 -0.085 0.186
H -23.78330 17.70742 -10.92165 -0.053 -0.175 -0.647
H -21.41257 16.83898 -11.16544 -0.410 0.073 0.930
H -20.23668 16.25161 -9.11713 0.441 -0.268 0.203
H -22.20422 16.05727 -3.49667 0.022 -0.297 -0.350
H -23.51342 14.32116 -2.35278 0.134 0.044 -0.287
H -24.34791 12.40360 -3.62012 -0.658 -0.725 0.601
H -23.74902 12.06721 -5.97455 -0.222 -0.722 -0.253
H -22.27117 13.62524 -7.11046 -0.220 0.275 0.636
C -17.11047 19.37056 -14.24075 -0.385 -0.963 -0.374
C -16.99632 17.86698 -14.27930 0.000 -0.763 -0.327
C -17.40709 17.15885 -15.42863 0.124 1.092 1.375
C -17.43203 15.80254 -15.39380 -0.487 -1.883 -0.410
C -17.06720 15.05905 -14.27870 0.457 0.855 -0.041
C -16.52984 15.73199 -13.18378 -0.247 0.673 0.055
N -16.05788 15.03671 -12.04518 0.184 0.442 -1.199
C -15.60879 13.74930 -12.23632 0.955 0.046 -0.118
C -14.71105 13.49606 -13.29613 0.072 0.059 -0.864
C -14.22306 12.22270 -13.56080 -0.756 0.651 0.631
C -14.61837 11.16682 -12.73627 0.161 0.492 -0.629
C -15.40642 11.45697 -11.65646 -0.428 -0.489 1.340
C -15.89049 12.74096 -11.33778 0.575 -1.278 0.145
C -16.53513 12.90867 -9.98250 -0.859 -0.439 0.447
O -16.63585 11.88559 -9.24762 0.190 1.199 -0.415
O -16.96490 14.07043 -9.63894 0.509 -0.432 0.046
C -16.50822 17.14116 -13.17485 -0.240 0.273 -0.557
C -16.03693 17.94198 -11.99149 -0.208 -0.603 0.420
H -17.58723 19.67774 -15.17167 0.069 0.364 0.168
H -16.15729 19.83343 -14.11809 0.830 0.446 -0.150
H -17.68547 19.68678 -13.38392 -0.460 0.160 0.182
H -17.83256 17.65597 -16.27491 0.028 0.445 -0.387
H -17.83003 15.26152 -16.25205 0.090 0.086 0.090
H -17.14084 13.98715 -14.26125 -0.050 -0.196 -0.097
H -16.63254 15.11286 -11.24130 -0.599 0.091 1.144
H -14.47352 14.33370 -13.97905 -0.027 -0.583 0.549
H -13.56693 12.04679 -14.38813 0.267 0.028 -0.371
H -14.30329 10.17196 -12.99522 0.047 -0.315 0.270
H -15.65764 10.68377 -10.92148 0.044 0.229 -0.391
H -15.71855 17.27169 -11.17191 -0.206 0.437 -0.337
H -16.91153 18.54703 -11.65674 0.949 -0.060 0.041
H -15.16437 18.54742 -12.28558 -0.479 0.159 0.259
```
Forces are in eV/Å.

Results
energy above the lowest of the compared OMol25 structures with the same formula, charge and spin	13.6	kcal/mol
HOMO level	-3.1686	eV
charge	-1
Kohn-Sham gap	4.78	eV

Mulliken population analysis, charges in e, atoms 1 to 6: 1.1277 0.2152 -0.6907 0.4058 -0.1500 -0.7308